[1]
This record from OMol25 describes a cluster of 2 separate species, C7H17NSi in total in a non-equilibrium geometry. The level of theory is ωB97M-V/def2-TZVPD.

```
26
Properties=species:S:1:pos:R:3:forces:R:3:nbo_charge:R:1
C 2.488980 -2.671593 -2.208638 0.10 -0.69 -0.73 -0.65
C 1.542456 -1.652466 -1.556666 1.09 -1.26 -0.35 0.10
C 1.784826 -0.250263 -2.020007 2.07 -0.60 2.87 -0.66
C 0.639002 -2.065063 -0.646725 0.78 0.59 -1.67 -0.72
Si -0.245223 -0.954723 0.505771 0.70 -0.63 2.01 1.29
N -1.114794 -2.031487 1.612810 0.26 1.03 -0.77 -1.26
H 3.589984 -2.510343 -1.806739 -2.21 -0.51 -0.86 0.23
H 2.107492 -3.795310 -2.072472 1.10 2.50 -0.19 0.22
H 2.458951 -2.406990 -3.331188 0.45 -0.76 1.54 0.21
H 2.732122 0.191327 -1.577492 -1.07 -0.50 0.22 0.22
H 0.951605 0.277485 -1.706511 -1.42 1.79 0.28 0.21
H 2.025861 -0.112789 -3.012028 -0.22 -0.19 -2.54 0.22
H 0.623988 -3.143196 -0.655383 -0.46 -0.28 0.81 0.23
H -1.261297 0.014022 0.205018 -0.49 0.46 -0.78 -0.19
H 0.907954 -0.124968 1.152874 -0.81 -0.46 -0.35 -0.22
H -0.544417 -2.614070 2.190918 0.14 -0.37 0.36 0.38
H -1.814784 -1.555398 2.165175 0.03 -0.16 0.13 0.38
C -2.910836 2.149506 0.935152 -2.54 0.34 -2.25 -0.37
C -2.107476 3.197969 0.987124 0.27 -3.48 2.65 -0.19
C -0.964892 3.181087 2.000573 -0.63 0.56 0.33 -0.66
H -2.888756 1.317525 1.559704 0.39 -1.12 1.42 0.17
H -3.776517 2.015027 0.183013 1.61 0.63 0.94 0.19
H -2.207587 3.799389 0.169687 0.24 2.46 -1.54 0.20
H -0.669054 2.191993 2.439696 0.03 0.64 -1.35 0.23
H -1.111896 3.730392 2.926707 -0.96 0.41 0.13 0.22
H -0.235691 3.822935 1.559627 1.55 -0.41 -0.32 0.22
```
Positions in Å, forces in eV/Å.

E_LUMO: 0.946 eV
HOMO energy: -9.15 eV
Spin multiplicity: 1
Structure (SMILES): CC(C)=C[SiH2]N.C=CC
Energy: -621.06825 a.u.

---

[2]
This record from OMol25 describes a cluster of 2 separate species, C7H17OP in total in a non-equilibrium geometry. The level of theory is ωB97M-V/def2-TZVPD.

```
26
Properties=species:S:1:pos:R:3:forces:R:3:nbo_charge:R:1
C 1.742539 0.484361 -2.049242 -1.27 2.20 1.68 -0.70
C -0.627294 1.283990 -2.973886 -0.79 -0.06 -1.83 -0.70
C -0.762066 1.399469 1.822719 -0.64 2.01 0.01 -0.63
C 0.440252 -0.330299 3.312632 -1.34 -0.37 2.32 -0.64
C 0.261034 -2.678377 0.941879 -2.06 0.66 -1.86 -0.99
C 0.399362 0.285876 -2.581764 -1.56 0.61 1.00 -0.03
C -0.460968 -0.041584 2.118398 -0.80 -0.96 -1.08 -0.49
O 1.943335 -0.614138 0.600234 -0.05 0.62 -0.10 -1.02
P 0.456241 -0.820587 0.521441 -0.98 -1.60 3.24 1.42
H 2.434826 0.573748 -2.827870 1.45 0.32 -1.21 0.22
H 1.751983 1.417559 -1.369908 0.23 -1.12 -1.26 0.22
H 2.022930 -0.295556 -1.380987 0.51 -0.69 0.10 0.27
H -0.704913 1.224641 -4.089752 0.40 -0.05 0.19 0.23
H -0.355325 2.332187 -2.858560 -0.34 -0.01 0.76 0.22
H -1.726818 1.004570 -2.812948 1.57 0.54 0.78 0.24
H -0.479820 1.946510 2.737671 0.25 0.44 -0.65 0.21
H -0.225855 1.739468 0.907440 -0.15 0.27 0.88 0.21
H -1.859500 1.720270 1.671256 1.48 -1.09 0.09 0.22
H 1.378495 0.204752 3.180090 0.45 -0.80 0.01 0.23
H 0.431132 -1.453485 3.602618 0.79 1.79 -0.99 0.22
H 0.029265 0.103873 4.312604 0.20 -0.30 -1.74 0.21
H 0.607696 -3.007177 -0.087830 -0.98 -0.72 1.27 0.23
H 0.851662 -3.150412 1.688131 1.20 0.35 0.61 0.24
H -0.815654 -2.934921 1.307852 1.55 0.39 -1.53 0.23
H 0.026270 -0.662520 -2.817282 0.12 -1.71 -0.28 0.17
H -1.472155 -0.461465 2.290914 0.75 -0.75 -0.39 0.22
```
Positions in Å, forces in eV/Å.

E_LUMO (alpha / beta): -1.438 / 0.649 eV
HOMO energy (alpha / beta): -7.31 / -8.38 eV
Spin multiplicity: 1
Energy: -693.34609 a.u.

---

[3]
This record from OMol25 describes a structure of composition C7H17P in a non-equilibrium geometry. The level of theory is ωB97M-V/def2-TZVPD.

```
25
Properties=species:S:1:pos:R:3:forces:R:3:nbo_charge:R:1
C -1.589056 -1.710455 -0.697876 1.90 1.25 -0.38 -1.20
C 1.258424 1.586343 0.100458 -0.94 3.01 -1.88 -0.61
C 1.795567 -0.690734 -0.601260 0.69 -0.85 -0.18 -0.64
C 0.099804 0.730841 -1.994770 0.33 1.72 -2.60 -0.66
C -2.039491 0.793239 0.681048 1.14 0.01 -1.30 -0.98
C 0.008498 -1.097546 2.296349 -1.51 1.78 -0.74 -0.87
C 0.720957 0.402517 -0.658949 -1.70 -2.14 0.93 -0.30
P -0.772291 -0.461360 0.226000 0.58 -1.34 1.46 1.42
H -0.890326 -2.263505 -1.352179 -0.05 0.54 0.05 0.21
H -1.973297 -2.465667 -0.063826 -0.87 -0.51 0.97 0.22
H 0.510613 2.510730 0.056546 1.57 -1.84 -0.01 0.21
H 1.332228 1.320287 1.107622 0.52 -0.21 1.70 0.21
H 2.271147 1.943063 -0.313014 -1.48 -0.61 0.59 0.23
H 2.538218 -0.278829 -1.312149 0.45 -0.49 0.74 0.21
H 1.529634 -1.721797 -1.027810 -0.02 1.53 0.78 0.24
H 2.174798 -0.810926 0.501709 -0.45 0.22 -2.31 0.23
H 0.832872 1.074657 -2.802545 -0.19 -0.25 1.30 0.22
H -0.398107 -0.093152 -2.574106 -0.04 0.70 1.24 0.26
H -0.539064 1.683463 -1.871879 0.43 -1.77 -0.23 0.22
H -2.776584 0.773473 -0.086147 -0.54 -0.32 -0.77 0.26
H -2.471188 0.408889 1.533674 -1.13 -0.61 2.09 0.24
H -1.806662 1.833399 0.803809 0.81 0.36 0.35 0.24
H 0.160987 -2.140299 2.588775 0.37 -0.09 -1.14 0.22
H 0.911184 -0.466879 2.511645 -1.01 -0.55 0.05 0.20
H -0.888867 -0.859750 2.948875 1.15 0.47 -0.69 0.21
```
Positions in Å, forces in eV/Å.

E_LUMO: 0.706 eV
HOMO energy: -7.04 eV
Spin multiplicity: 1
Energy: -618.11424 a.u.

---

[4]
This record from OMol25 describes a structure of composition C7H17PS in a non-equilibrium geometry. The level of theory is ωB97M-V/def2-TZVPD.

```
26
Properties=species:S:1:pos:R:3:forces:R:3:nbo_charge:R:1
C 0.411794 -0.576685 3.047443 -0.02 0.07 0.17 -0.67
C 1.104159 -0.284866 -1.591302 -0.08 0.12 0.16 -0.62
C -0.610749 -1.776061 -0.526921 -0.09 0.10 0.03 -0.62
C -1.328589 -0.018980 -2.142980 -0.09 0.06 0.12 -0.62
C 0.091647 2.436887 -0.149176 -0.07 -0.43 0.22 -0.98
C 1.183451 -0.148596 1.837872 -2.37 1.68 -1.23 -0.48
C -0.321563 -0.375065 -1.057188 -0.20 0.27 0.43 -0.33
P -0.526167 0.792516 0.419805 2.50 -1.22 0.42 1.14
S -2.296016 0.885997 1.196238 0.03 -0.11 0.15 -0.57
H 0.043161 -1.594133 2.948153 -0.07 -0.08 0.03 0.21
H 1.024536 -0.510614 3.949295 0.04 -0.11 0.02 0.21
H -0.451673 0.077854 3.200723 -0.02 -0.09 0.06 0.24
H 1.265379 0.635035 -2.148305 0.03 0.12 -0.05 0.21
H 1.826722 -0.322622 -0.780454 0.17 -0.05 0.02 0.21
H 1.300420 -1.121074 -2.260402 0.00 -0.08 -0.09 0.22
H -1.621098 -1.827578 -0.126802 -0.09 -0.06 0.05 0.23
H 0.082909 -2.041788 0.264665 0.08 -0.13 0.11 0.21
H -0.516107 -2.509440 -1.327125 0.02 -0.03 -0.10 0.21
H -2.334447 0.042237 -1.728842 -0.06 -0.01 -0.03 0.23
H -1.086054 0.932611 -2.612426 -0.03 0.09 -0.07 0.20
H -1.321385 -0.789198 -2.914040 0.03 -0.04 -0.10 0.21
H 1.168699 2.519596 -0.019593 0.05 -0.02 -0.05 0.24
H -0.163446 2.564451 -1.201407 -0.01 0.02 0.02 0.24
H -0.411781 3.203570 0.436374 0.02 -0.04 0.01 0.26
H 1.690875 -0.924752 1.290047 0.05 -0.08 -0.24 0.20
H 1.795323 0.730697 1.996348 0.17 0.05 -0.05 0.20
```
Positions in Å, forces in eV/Å.

E_LUMO: 0.635 eV
HOMO energy: -8.24 eV
Spin multiplicity: 1
Energy: -1016.44061 a.u.

---

[5]
This record from OMol25 describes a cluster of 2 separate species, C7H18 in total in a non-equilibrium geometry. The level of theory is ωB97M-V/def2-TZVPD.

```
25
Properties=species:S:1:pos:R:3:forces:R:3:nbo_charge:R:1
C -2.232948 2.531114 -0.824547 -0.31 -0.75 0.22 -0.60
C -1.120110 1.557324 -0.343385 -0.94 1.15 -0.35 -0.21
C -1.217378 1.443917 1.191536 0.93 0.15 -0.67 -0.61
C -1.255158 0.230166 -1.089405 0.91 0.39 0.38 -0.61
H -2.052229 3.532652 -0.450164 0.03 0.22 0.00 0.20
H -3.200022 2.201217 -0.427608 0.00 0.06 -0.01 0.20
H -2.343376 2.555705 -1.912847 0.23 0.07 0.09 0.20
H -0.213035 2.103486 -0.640224 0.21 -0.61 0.17 0.19
H -0.222409 1.408952 1.650733 -0.14 -0.49 -0.04 0.21
H -1.634444 2.368788 1.569995 -0.47 -0.01 0.28 0.21
H -1.807877 0.562498 1.447035 -0.02 0.24 0.31 0.21
H -2.003817 -0.422875 -0.637797 -0.15 0.13 -0.20 0.20
H -1.465096 0.460279 -2.126890 -0.26 -0.31 -0.25 0.21
H -0.299168 -0.292452 -1.066623 -0.06 -0.22 0.01 0.20
C 2.495935 -0.674454 0.279330 0.35 -0.12 0.15 -0.61
C 2.018168 -1.985588 0.911887 0.14 0.48 0.00 -0.40
C 1.271398 -2.870619 -0.068862 -0.48 -0.48 0.31 -0.61
H 2.694024 0.142361 0.978486 0.35 -0.38 0.27 0.21
H 1.771773 -0.213670 -0.393119 -0.07 -0.43 -0.26 0.20
H 3.409226 -0.942288 -0.257590 -0.04 0.59 -0.25 0.20
H 2.857282 -2.550445 1.327425 0.18 0.14 -0.17 0.20
H 1.415155 -1.789542 1.793993 -0.47 0.11 -0.05 0.19
H 0.746901 -3.607120 0.538861 -0.12 -0.33 -0.27 0.21
H 0.517041 -2.341612 -0.643279 -0.13 0.27 0.08 0.20
H 1.870161 -3.407795 -0.806941 0.33 0.14 0.21 0.20
```
Positions in Å, forces in eV/Å.

E_LUMO: 1.123 eV
HOMO energy: -10.94 eV
Spin multiplicity: 1
Structure (SMILES): CC(C)C.CCC
Energy: -277.48322 a.u.

---

[6]
This record from OMol25 describes a cluster of 2 separate species, C7H18 in total in a non-equilibrium geometry. The level of theory is ωB97M-V/def2-TZVPD.

```
25
Properties=species:S:1:pos:R:3:forces:R:3:nbo_charge:R:1
C -1.986497 -2.651276 -0.077916 0.90 3.91 -0.43 -0.62
C -0.640076 -1.791490 0.069120 1.17 0.42 -0.09 -0.19
C 0.630956 -2.722797 -0.299242 -2.70 2.13 -2.69 -0.60
C -0.493368 -0.507380 -0.810529 0.65 -3.40 -2.22 -0.61
H -1.869847 -3.351155 0.662932 -0.30 -2.07 1.59 0.20
H -2.311781 -3.073534 -1.044566 0.85 0.30 0.26 0.21
H -2.725298 -1.902941 0.229029 -0.49 -0.53 0.00 0.20
H -0.467756 -1.264888 1.114961 -0.80 -2.04 -1.39 0.20
H 0.905689 -2.469236 -1.414133 -0.60 -1.09 2.00 0.20
H 1.431914 -2.432497 0.265052 2.24 0.78 1.50 0.20
H 0.425894 -3.742842 -0.104591 -0.17 -1.11 -0.16 0.20
H -0.628417 0.429585 -0.457922 -1.01 2.32 2.09 0.19
H 0.600071 -0.504737 -1.011406 -0.75 0.24 -0.80 0.20
H -1.154982 -0.538611 -1.713433 0.99 -0.30 0.24 0.20
C 1.436476 1.667616 1.159462 2.08 0.14 -0.24 -0.60
C 1.201611 2.918605 0.217815 2.99 -1.29 1.87 -0.42
C -0.232393 2.984427 -0.229519 2.26 0.95 -3.95 -0.62
H 0.498343 1.460322 1.596764 -0.88 -0.80 0.81 0.20
H 2.180096 1.936033 1.970709 -0.89 -0.38 -0.79 0.20
H 1.892750 0.757358 0.634666 -1.00 1.20 0.60 0.20
H 1.622651 3.742406 0.918118 -1.22 -0.63 -1.82 0.21
H 1.997144 2.673544 -0.539153 -1.14 1.15 0.02 0.21
H -0.710715 2.087547 -0.303728 -0.83 -2.71 0.52 0.20
H -0.828724 3.557390 0.351732 -1.72 2.21 1.78 0.21
H -0.357279 3.250028 -1.330180 0.37 0.61 1.31 0.21
```
Positions in Å, forces in eV/Å.

E_LUMO: 1.053 eV
HOMO energy: -10.55 eV
Spin multiplicity: 1
Structure (SMILES): CC(C)C.CCC
Energy: -277.39778 a.u.

---

In order of appearance, energy relative to the best compared isomer or geometry (same formula, charge and spin) = 281.2; 328.9; 352.5; 5.3; 39.9; 264.2 kJ/mol.